Formula: C43H62GeI2N3O4Tl
Source: the OMol25 dataset
Level of theory: ωB97M-V/def2-TZVPD

Geometry as XYZ:
```
116
Properties=species:S:1:pos:R:3:lowdin_charge:R:1
O -3.1653 0.5018 -1.1679 -0.352
H -1.4464 1.7304 1.0476 0.071
C 3.7424 -2.9231 -2.9383 -0.046
H 1.3758 -0.1202 4.2675 0.076
I -1.6545 -0.2070 4.4755 1.067
C 0.0354 2.6446 -3.9866 -0.031
C 3.4322 -1.5873 -3.1463 -0.045
H 1.2026 -1.6049 2.3370 0.105
H 1.5412 3.8198 -2.0460 0.098
C -2.2651 -0.0482 -5.7449 -0.046
H 5.4326 0.8136 1.5594 0.143
H 1.9585 -1.1889 0.7901 0.082
H 1.7845 5.3099 4.3905 0.085
H -0.9009 -2.4118 -5.8486 0.094
C 2.3256 -1.0663 -2.4981 -0.133
C 0.6581 4.5069 2.7425 -0.250
H -5.6399 0.2344 1.0371 0.097
C 0.8545 3.0697 -1.6546 -0.010
H 1.0069 -4.8964 -0.8193 0.132
H -3.8873 0.2460 1.2824 0.076
H -0.2190 -2.6946 5.6385 0.091
H 0.9042 6.5229 3.4621 0.077
C -5.5302 0.7018 -1.7216 -0.048
H -3.4383 -2.5180 -5.3681 0.095
C -0.6065 4.7769 2.2187 0.020
C 0.4291 2.1756 2.0302 -0.290
H -0.6144 -2.6050 -4.1126 0.078
H -1.0000 5.7846 2.2832 0.124
H -4.2639 -1.7819 -1.8091 0.066
N 0.8175 0.9134 1.8178 0.128
C -4.5460 -1.4235 -0.8212 -0.009
H 0.5635 3.3527 -0.6409 0.078
H 3.6385 -0.1963 5.3277 0.144
C -0.3703 2.9626 -2.5535 -0.677
C 4.5861 0.3189 2.0416 -0.275
H -4.7089 1.6912 0.6617 0.078
C 2.9384 -3.6707 -2.0991 -0.010
H 4.5950 -3.3751 -3.4266 0.115
C -1.2074 -4.0428 0.4764 -0.150
H -4.1412 -1.3613 -4.2334 0.077
C 2.0711 -1.1236 1.8798 -0.103
H -2.0811 4.1618 -3.1202 0.083
H 2.3736 5.8028 2.8081 0.087
H 3.1450 -4.7176 -1.9208 0.119
H 2.1569 3.0443 3.0320 0.098
C 3.3565 -1.8344 2.3090 -0.275
H -3.8604 -1.8490 -0.0809 0.072
C -3.2495 -1.9525 -4.4560 -0.031
C -0.7885 -1.8765 -4.9061 -0.023
H -6.5380 0.4490 -1.3934 0.097
H -5.4418 1.7902 -1.7451 0.087
H -0.6044 5.0932 -2.8469 0.096
H 0.0863 -1.2305 -4.9711 0.084
H -2.4031 -0.5614 -6.6955 0.095
H -5.5557 -1.7691 -0.6014 0.097
C -1.1896 4.2448 -2.4931 -0.019
C 3.2936 1.0103 1.5959 -0.066
H 4.0293 -0.9655 -3.7973 0.110
C -1.3177 -2.3772 2.3792 -0.443
C -2.0341 -1.0501 -4.6175 -0.688
H -3.0930 -2.6566 -3.6389 0.081
H 1.4405 -3.7840 0.4726 0.120
H 5.6584 -0.0420 3.8842 0.123
C 2.2299 0.4035 3.8216 -0.078
C 2.0785 0.3568 2.2866 -0.439
H -3.4912 4.0898 1.8318 0.090
C -2.7354 4.1030 1.0443 -0.041
H -1.5031 4.4393 -1.4667 0.072
C 1.1672 3.2261 2.6482 0.031
Tl -0.5804 -0.3981 -0.4013 1.025
C -4.4898 0.0990 -0.7801 -0.670
C 4.7227 0.4237 3.5646 -0.107
C 3.5382 -0.2737 4.2423 -0.274
H 0.5498 1.6847 -4.0319 0.082
H -2.7514 5.0949 0.5930 0.081
H -2.2452 -3.7751 0.2619 0.129
Ge -2.5713 1.1029 -2.7465 0.932
C -0.8604 2.5114 1.5197 -0.011
H 3.1669 0.9176 0.5120 0.125
I 0.9879 -5.5085 5.3089 0.984
H -0.8459 2.5900 -4.6316 0.072
H -3.1626 0.5490 -5.5551 0.075
H 2.2039 1.4235 4.1977 0.110
N 1.5476 -1.7754 -1.6818 0.037
C -1.0591 -2.0586 3.7821 -0.617
H 2.0438 -0.0293 -2.6349 0.096
C 4.5519 -1.1566 1.6361 -0.110
C -0.2800 -4.5483 2.7506 -0.097
H -1.1095 -5.1324 0.3625 0.129
C -0.9048 -3.6839 1.9008 -0.129
C 1.4720 5.5978 3.3868 -0.039
C -0.0186 -4.1858 4.0889 -0.717
H 4.4178 -2.2533 4.1497 0.125
H 3.3097 -2.8844 2.0037 0.135
H -0.7755 -3.2765 -1.3603 0.110
C -4.6940 0.6023 0.6388 -0.015
C 3.5038 -1.7465 3.8292 -0.108
O -1.7741 -0.3779 -3.3775 -0.290
H 1.3762 2.1117 -1.6069 0.070
C -1.3750 3.7826 1.6007 -0.257
C 0.9941 -3.8349 -0.5246 -0.157
C -0.4184 -2.9454 4.6067 -0.227
H 2.6627 -2.2495 4.3176 0.107
O -1.8573 -1.5668 1.6138 -0.129
H 0.0310 -5.5219 2.3934 0.108
H -3.0234 3.3732 0.2894 0.062
H 3.3456 2.0750 1.8214 0.108
H 5.4800 -1.6480 1.9403 0.124
H -5.4020 0.3141 -2.7370 0.070
H 4.4741 -1.2479 0.5493 0.116
H -1.4107 0.6223 -5.8364 0.077
O -1.1433 1.8866 -2.0087 -0.357
H 4.7648 1.4737 3.8691 0.123
H 0.6912 3.4181 -4.3851 0.096
N -0.3515 -3.2995 -0.4396 -0.086
C 1.8512 -3.0553 -1.4851 -0.270
```

Its spin multiplicity is 2. The LUMO energy (alpha / beta) is -4.17 / -4.74 eV. The net charge is +1. The value obtained for the total energy is -135664.9887 eV. As for the orbital gap (alpha / beta): 5.818 / 5.585 eV. The calculation puts the molar mass at 1215.787 g mol⁻¹. The HOMO energy (alpha / beta) is -9.99 / -10.32 eV. The calculation puts the largest force on an atom at 0.012 hartree/bohr.

Formula: C43H63BI2N8S3SeV
Source: the OMol25 dataset
Level of theory: ωB97M-V/def2-TZVPD

Geometry as XYZ:
```
122
Properties=species:S:1:pos:R:3:lowdin_charge:R:1
H 4.3266 4.0155 3.3643 0.069
C -1.5894 2.4249 2.4220 -0.162
C 1.8947 6.3409 -0.4547 -0.018
H -2.2042 -6.3061 -6.9599 0.123
V 0.5937 -1.3542 -0.3126 -0.212
H -0.2316 3.6008 -4.3154 0.100
H 1.8697 3.4908 3.9175 0.070
H -2.2457 5.4066 3.9676 0.103
C 3.4331 4.8805 0.8765 -0.059
H -4.2577 -2.8045 -4.7890 0.115
Se -1.7121 -2.4935 -0.6125 0.764
C -1.5119 -6.9070 -3.6898 0.017
C -1.7845 -3.7091 -2.0741 -0.667
H 4.5095 6.1286 -1.2927 0.103
H -5.8084 -2.0952 -3.1290 0.120
C 5.6805 -1.0256 1.1299 -0.019
H -2.3472 3.8062 4.6831 0.088
C 2.7909 5.0933 -0.4927 -0.543
C -3.9330 -1.9759 -4.1558 -0.162
C -1.5408 0.1341 3.2400 -0.202
C 4.6214 3.3691 4.1921 -0.013
H -1.6900 4.3777 0.4330 0.085
H -0.4149 4.7845 1.5918 0.068
H 5.6175 2.9720 3.9847 0.092
H 5.0502 0.9691 5.4533 0.087
H -4.9707 0.2413 -2.7967 0.084
C 3.2978 -0.1849 0.9937 -0.499
H -2.6668 -0.6283 4.8893 0.100
N -0.6612 2.1711 1.5284 0.221
H 1.2290 4.7534 -2.7303 0.140
C -4.6426 -0.5777 -2.1520 -0.105
H 1.4805 2.0922 4.9331 0.084
C -3.6656 3.7695 2.2531 -0.021
C -1.3033 -5.7754 -0.7263 -0.131
C -2.4339 -2.0994 -3.8987 -0.135
C -2.0581 -6.0817 -5.9121 -0.035
C 4.5574 -0.1743 1.6265 -0.199
C 4.6401 0.6436 2.7235 0.113
C 3.1172 -2.4452 -3.3116 -1.076
C -0.3197 2.6882 -3.7307 -0.019
H 3.9061 -2.5359 -2.5750 -0.043
H 2.6796 4.7788 1.6626 0.078
C 0.5281 1.7030 -1.5703 -0.505
H -2.4995 -1.7528 3.5353 0.102
H -2.2753 -6.4909 1.0173 0.129
H 3.4737 5.4620 -2.5465 0.088
C -3.5550 -8.0595 -0.8021 -0.084
H 2.3192 3.4806 5.6296 0.100
C 1.2052 3.8799 -2.0911 0.114
C -4.7631 -1.9122 -2.8762 -0.245
H -0.5037 -5.2613 -0.1941 0.106
C -2.0391 1.4111 3.3035 0.115
N -1.5551 -5.0339 -1.9729 -0.023
H 5.8925 -0.8057 0.0820 0.098
C 2.2296 2.8632 4.7360 -0.050
H -4.0895 -1.0652 -4.7406 0.129
H -4.0790 4.7772 2.2962 0.102
H 4.0608 5.7401 1.1110 0.102
H -1.5884 -8.1213 -5.4369 0.124
H 6.5829 -0.8508 1.7103 0.100
N -0.1650 0.9447 1.4858 -0.001
S 0.2525 -1.5722 1.9517 0.818
C 0.4739 2.7824 -2.4690 -0.209
C -1.6807 -5.6005 -3.2372 -0.147
H -1.8541 -1.9831 -4.8157 0.137
N 2.3363 0.6123 1.4139 -0.027
C 3.5286 1.4038 3.1636 -0.162
H -4.6229 -6.4169 0.0742 0.116
C -2.1489 3.8311 2.4949 -0.545
H -3.3492 -8.5869 0.1312 0.087
H 4.0492 1.9514 6.5056 0.102
H -2.0897 -1.3503 -3.1906 0.045
C -3.7439 -6.5676 -0.5549 -0.243
C 3.8888 5.2716 -1.5548 -0.020
H -2.4960 -3.9886 -6.1422 0.124
H -4.4522 -8.4980 -1.2382 0.086
C -1.7071 -7.1227 -5.0382 -0.033
H -1.9050 5.7373 1.5402 0.101
H 4.5335 4.3921 -1.6111 0.095
H 4.6954 3.9799 5.0919 0.105
C -2.5544 -5.9040 0.1368 -0.188
C 4.0407 1.3601 5.5900 -0.023
H 3.2644 -3.1463 -4.1257 -0.017
C -0.5575 -0.0640 2.2553 -0.506
H -3.8947 3.3524 1.2704 0.095
H 0.0275 1.8489 -4.3375 0.087
H -1.2376 -7.7174 -3.0301 0.112
H 1.0721 6.2218 0.2528 0.080
N 1.2143 1.8067 -0.4446 0.004
H -3.9681 -6.0507 -1.4954 0.103
S 2.8588 -1.2650 -0.3073 0.725
H -0.9256 -6.7527 -1.0213 0.127
H 5.4256 -2.0847 1.2007 0.100
C 1.9482 3.8966 -0.8837 -0.163
H -4.1819 3.1768 3.0105 0.087
H -1.1326 -1.4634 4.6042 0.096
N -2.0856 -3.4091 -3.3458 -0.016
N 2.4044 1.3950 2.4844 0.219
C -1.8613 4.3889 3.8985 -0.018
H -2.8287 -4.9164 0.5054 0.073
I 1.2995 -3.1267 -2.3793 1.132
C -1.9868 -0.9866 4.1203 -0.017
H -3.6135 -0.3681 -1.8439 0.026
I 3.0156 -0.4847 -4.0685 0.842
N 1.9291 2.8613 -0.0762 0.220
S -0.2835 0.1727 -1.7908 0.737
H -0.7884 4.4165 4.1013 0.086
H -1.3759 2.5192 -3.5105 0.100
C -1.4961 4.7312 1.4479 -0.052
C -2.0224 -4.5706 -4.1054 -0.144
H 1.4776 6.5815 -1.4341 0.088
C -2.2217 -4.7872 -5.4663 0.018
H 4.0587 3.9855 0.8905 0.079
H -2.7324 -8.2698 -1.4884 0.049
H 5.5690 0.7028 3.2766 0.141
H -4.4795 -2.7336 -2.2073 0.092
H -5.2613 -0.5605 -1.2544 0.081
H 3.3596 0.5197 5.7395 0.096
H 2.4877 7.1998 -0.1400 0.104
H -2.7971 1.6530 4.0376 0.141
C 3.5929 2.2495 4.4192 -0.543
B 1.0515 0.6796 0.5691 -0.692
```

Its spin multiplicity is 1. The LUMO energy (alpha / beta) is -9.48 / -9.31 eV. The net charge is +3. The value obtained for the total energy is -197932.8253 eV. As for the orbital gap (alpha / beta): 5.967 / 6.155 eV. The calculation puts the molar mass at 1182.758 g mol⁻¹. The HOMO energy (alpha / beta) is -15.44 / -15.47 eV. The calculation puts the largest force on an atom at 0.019 hartree/bohr.